Record 1
Molecular formula: C4H7N
Method: DFT, the ωB97M-V functional and the def2-TZVPD basis

```
12
Properties=species:S:1:pos:R:3
C 1.4121 -0.6139 0.2565
C 0.8138 0.1388 -0.8646
C -1.7170 -0.2792 0.0951
C 0.6450 1.5224 -0.6570
N 0.4919 2.6802 -0.6169
H 1.1821 -1.6819 0.2061
H 2.4846 -0.5213 0.0046
H 1.2784 -0.2257 1.2736
H -1.0004 -0.3996 -0.7374
H -2.1286 -1.2669 0.3124
H -1.2310 0.1260 0.9870
H -2.4942 0.4096 -0.2408
```

The total energy is -5747.4762 eV. The value obtained for the relative energy (zero: lowest compared OMol25 entry of this formula, charge and spin) is 380.2 kJ/mol. The calculation puts the orbital gap at 7.83 eV. The value obtained for the LUMO energy is -1.50 eV.

Record 2
Molecular formula: C4H7N
Method: DFT, the ωB97M-V functional and the def2-TZVPD basis

```
12
Properties=species:S:1:pos:R:3
C -0.5351 -0.2591 1.4084
C -1.6236 -0.7217 1.3912
N -2.9043 -1.1624 1.2990
H 0.2570 0.2839 1.7918
H -2.9888 -2.0237 1.9333
H -3.1892 -1.1863 0.3225
C 1.6892 0.4236 -0.7892
C 1.5463 1.7170 -0.9920
H 1.5326 -0.2515 -1.6414
H 2.4444 0.0290 -0.1505
H 1.1241 2.1180 -1.8063
H 1.9691 2.4602 -0.3363
```

The total energy is -5747.6856 eV. Its structure (SMILES) is C#CN.C=C. The value obtained for the relative energy (zero: lowest compared OMol25 entry of this formula, charge and spin) is 360.0 kJ/mol. The calculation puts the orbital gap at 9.71 eV. The value obtained for the LUMO energy is 0.94 eV.

Record 3
Molecular formula: C4H7N
Method: DFT, the ωB97M-V functional and the def2-TZVPD basis

```
12
Properties=species:S:1:pos:R:3
C -1.3796 -0.1008 0.0478
C 0.1348 -0.4444 0.0309
C 0.8722 0.5855 0.6960
C 0.6680 -0.6947 -1.4645
N 0.9380 -0.6445 -2.5947
H -1.8788 -0.7726 -0.6460
H -1.3034 0.9956 -0.2481
H -1.8006 -0.2170 0.9892
H 0.4400 -1.3928 0.6301
H 1.9622 0.4128 0.5641
H 0.6224 0.7266 1.7532
H 0.7247 1.5463 0.2421
```

The total energy is -5750.5154 eV. Its structure (SMILES) is CC(C)C#N. The value obtained for the relative energy (zero: lowest compared OMol25 entry of this formula, charge and spin) is 87.0 kJ/mol. The calculation puts the orbital gap at 12.49 eV. The value obtained for the LUMO energy is 0.92 eV.

Record 4
Molecular formula: C4H7N
Method: DFT, the ωB97M-V functional and the def2-TZVPD basis

```
12
Properties=species:S:1:pos:R:3
C 1.7222 -1.0130 0.0019
N 0.5832 -0.9902 -0.5228
C -0.4349 -0.1201 -0.1678
C -1.6811 -0.5932 -0.1458
C -0.1251 1.3300 0.1037
H 2.0527 -0.3890 0.8394
H 2.4403 -1.7251 -0.3800
H -1.8836 -1.6293 -0.3475
H -2.5128 0.0335 0.1212
H -0.5009 1.9460 -0.7122
H -0.6067 1.6559 1.0232
H 0.9466 1.4944 0.1867
```

The total energy is -5750.1076 eV. Its structure (SMILES) is C=NC(=C)C. The value obtained for the relative energy (zero: lowest compared OMol25 entry of this formula, charge and spin) is 126.3 kJ/mol. The calculation puts the orbital gap at 9.65 eV. The value obtained for the LUMO energy is 0.95 eV.

Record 5
Molecular formula: C4H7N
Method: DFT, the ωB97M-V functional and the def2-TZVPD basis

```
12
Properties=species:S:1:pos:R:3
C 0.1335 1.9319 -1.4095
C -0.4706 0.9005 -0.8223
C 0.3219 -0.0429 -0.0138
C -0.2835 -1.0697 0.5901
N 0.2374 -1.8751 1.6107
H -0.3176 2.5054 -2.2099
H 1.1097 2.3211 -1.1511
H -1.5399 0.8567 -0.6463
H 1.2678 0.3652 0.3253
H -1.3720 -1.0638 0.5532
H -0.2838 -2.7210 1.7851
H 1.1972 -2.1084 1.3884
```

The total energy is -5749.7678 eV. Its structure (SMILES) is C=C/C=C/N. The value obtained for the relative energy (zero: lowest compared OMol25 entry of this formula, charge and spin) is 159.1 kJ/mol. The calculation puts the orbital gap at 8.88 eV. The value obtained for the LUMO energy is 1.13 eV.

Record 6
Molecular formula: C4H7N2
Method: DFT, the ωB97M-V functional and the def2-TZVPD basis

```
13
Properties=species:S:1:pos:R:3
C 1.3406 1.5967 0.3703
N 1.1426 0.1541 0.4113
C 0.0795 -0.5094 0.2284
C -0.8338 -1.5311 0.0906
C -1.6765 -0.8725 -0.9476
N -1.3735 -0.1052 0.3403
H 1.7313 1.8063 1.3530
H 2.0452 1.7172 -0.4307
H 0.4981 2.1409 0.1131
H 2.0348 -0.1694 0.6856
H -1.1190 -2.4307 0.7538
H -1.2168 -0.5602 -1.8500
H -2.6524 -1.2367 -1.1182
```

The total energy is -7230.9761 eV. As for the total charge: +1. Its structure (SMILES) is C/[NH+]=C1/[C@@H]2CN12. The value obtained for the relative energy (zero: lowest compared OMol25 entry of this formula, charge and spin) is 459.5 kJ/mol. The calculation puts the orbital gap at 11.55 eV. The value obtained for the LUMO energy is -4.51 eV.

Record 7
Molecular formula: C4H7N2
Method: DFT, the ωB97M-V functional and the def2-TZVPD basis

```
13
Properties=species:S:1:pos:R:3
H 0.6692 1.7078 2.2817
N 1.1846 1.0806 1.5895
N 0.5808 0.5519 0.7031
C 1.4048 -0.3357 -0.3153
C 0.4990 -0.8381 -1.1528
C -0.9024 -0.5017 -0.8069
C -0.8164 0.3989 0.4950
H 2.4068 -0.3040 -0.2023
H 0.5504 -1.3989 -2.0819
H -1.4543 0.0452 -1.4737
H -1.4018 -1.4440 -0.5319
H -1.3802 1.3029 0.2002
H -1.3404 -0.2649 1.2952
```

The total energy is -7231.6981 eV. As for the total charge: +1. Its structure (SMILES) is [H]/N=[N+]1/C=CCC1. The value obtained for the relative energy (zero: lowest compared OMol25 entry of this formula, charge and spin) is 389.8 kJ/mol. The calculation puts the orbital gap at 9.82 eV. The value obtained for the LUMO energy is -5.61 eV.

Record 8
Molecular formula: C4H7N2
Method: DFT, the ωB97M-V functional and the def2-TZVPD basis

```
13
Properties=species:S:1:pos:R:3
C 0.4331 0.7326 -1.0477
C -0.0697 -0.1055 -0.1633
C -1.4204 -0.5883 0.0414
N 0.8734 -0.9110 0.7713
C 2.0429 -0.4901 0.5066
N 2.6028 0.3352 -0.1356
H -0.1098 1.3256 -1.7348
H 1.4644 0.9946 -0.9848
H -2.1743 0.1603 0.2479
H -1.4374 -1.3470 0.7591
H -1.6908 -1.0614 -0.9054
H 0.5274 -1.4602 1.6498
H 3.3187 0.4220 -0.8061
```

The total energy is -7231.1541 eV. As for the total charge: +1. Its structure (SMILES) is C=C(C)[NH+]=C=N. The value obtained for the relative energy (zero: lowest compared OMol25 entry of this formula, charge and spin) is 442.3 kJ/mol. The calculation puts the orbital gap at 9.20 eV. The value obtained for the LUMO energy is -5.42 eV.

Record 9
Molecular formula: C4H7N2
Method: DFT, the ωB97M-V functional and the def2-TZVPD basis

```
13
Properties=species:S:1:pos:R:3
C -0.8442 1.3772 -0.0442
C -0.1790 0.0761 0.0856
C -1.0180 -1.0310 -0.3647
N 1.0646 0.0124 0.3844
C 2.5071 -0.6955 0.4681
N 2.4429 0.5309 0.5259
H -1.3518 1.4822 1.0273
H -0.1684 2.2581 -0.1637
H -1.5482 1.3462 -0.8320
H -2.0328 -0.7442 0.0703
H -1.0068 -0.8978 -1.4956
H -0.5043 -1.9446 0.0020
H 2.6389 -1.7698 0.3364
```

The total energy is -7229.3315 eV. As for the total charge: +1. Its structure (SMILES) is CC(C)=[N+]1C=N1. The value obtained for the relative energy (zero: lowest compared OMol25 entry of this formula, charge and spin) is 618.2 kJ/mol. The calculation puts the orbital gap at 11.25 eV. The value obtained for the LUMO energy is -4.73 eV.

Record 10
Molecular formula: C4H7N2
Method: DFT, the ωB97M-V functional and the def2-TZVPD basis

```
13
Properties=species:S:1:pos:R:3
C 1.6148 -0.8308 1.4731
C 0.2941 -0.5394 1.5680
C 0.7044 -1.3772 -0.6306
C -1.2483 1.6043 -0.9888
N 1.6307 -0.4750 -0.0355
N 0.2372 -0.2318 0.1669
H 2.4465 -1.3130 1.9700
H -0.4642 -0.5598 2.3858
H 0.3949 -1.3407 -1.6653
H 0.5058 -2.3280 -0.2620
H -1.5565 0.6225 -1.2436
H -1.4967 2.2126 -0.0745
H -0.4568 2.0667 -1.4981
```

The total energy is -7226.7959 eV. As for the total charge: +1. The value obtained for the relative energy (zero: lowest compared OMol25 entry of this formula, charge and spin) is 862.8 kJ/mol. The calculation puts the orbital gap (spin up / spin down) at 6.78 / 6.78 eV. The value obtained for the LUMO energy (spin up / spin down) is -7.47 / -7.47 eV.

Record 11
Molecular formula: C4H7N2
Method: DFT, the ωB97M-V functional and the def2-TZVPD basis

```
13
Properties=species:S:1:pos:R:3
H -3.6191 0.4440 0.0019
N -2.8227 -0.2116 -0.3513
C -1.7548 0.0007 0.2207
C -0.0475 -0.7166 0.3858
C 0.7947 -1.0146 -0.8491
C 0.9285 0.1880 -0.0248
N 1.7415 1.1169 0.3156
H -1.3157 0.7623 0.8699
H -0.0901 -1.3090 1.2219
H 1.6666 -1.6829 -0.6580
H 0.5832 -0.8088 -1.8793
H 2.3533 1.5330 -0.4144
H 1.5822 1.6987 1.1613
```

The total energy is -7230.4589 eV. As for the total charge: +1. Its structure (SMILES) is [H]/N=C/[C@H]1CC1=[NH2+]. The value obtained for the relative energy (zero: lowest compared OMol25 entry of this formula, charge and spin) is 509.4 kJ/mol. The calculation puts the orbital gap at 8.79 eV. The value obtained for the LUMO energy is -5.22 eV.

Record 12
Molecular formula: C4H7N2
Method: DFT, the ωB97M-V functional and the def2-TZVPD basis

```
13
Properties=species:S:1:pos:R:3
N -0.4321 -2.0714 0.1914
C -0.1225 -0.7938 0.1132
C 0.9079 -0.1171 0.8730
C 0.9130 1.1740 0.5094
C -0.1305 1.4040 -0.5213
N -0.7070 0.0915 -0.6799
H 0.0677 -2.6755 0.8260
H -1.1636 -2.4844 -0.3673
H 1.5381 -0.6008 1.5939
H 1.5522 1.9539 0.8779
H -0.8777 2.1352 -0.1935
H 0.2944 1.7736 -1.4610
H -1.4607 -0.0994 -1.3225
```

The total energy is -7235.5953 eV. As for the total charge: +1. Its structure (SMILES) is [NH2+]=C1C=CCN1. The value obtained for the relative energy (zero: lowest compared OMol25 entry of this formula, charge and spin) is 13.8 kJ/mol. The calculation puts the orbital gap at 11.05 eV. The value obtained for the LUMO energy is -4.07 eV.

Record 13
Molecular formula: C4H7N2
Method: DFT, the ωB97M-V functional and the def2-TZVPD basis

```
13
Properties=species:S:1:pos:R:3
C -0.3118 1.4276 0.0375
C -1.1329 0.2167 -0.1134
C 1.0152 -0.6514 -0.4411
C 1.0590 0.8597 -0.5656
N 1.8060 0.1933 0.3282
N -0.4040 -1.0539 0.0003
H -0.8070 2.3891 -0.4566
H -0.1173 1.7893 0.9866
H -2.0782 0.0809 -0.6218
H 1.5573 -1.3573 -1.1835
H 2.4294 0.3271 1.1254
H -0.4813 -1.4845 0.9674
H -0.8332 -1.7400 -0.6572
```

The total energy is -7228.8433 eV. As for the total charge: +1. The value obtained for the relative energy (zero: lowest compared OMol25 entry of this formula, charge and spin) is 665.3 kJ/mol. The calculation puts the orbital gap (spin up / spin down) at 7.94 / 9.08 eV. The value obtained for the LUMO energy (spin up / spin down) is -4.95 / -4.59 eV.

Record 14
Molecular formula: C4H7N2
Method: DFT, the ωB97M-V functional and the def2-TZVPD basis

```
13
Properties=species:S:1:pos:R:3
C 2.5700 -0.5019 -0.5011
N 1.1964 -0.2117 -0.2721
C 0.0814 0.6568 -0.7061
C -0.7014 -0.0646 0.3836
C -2.0217 0.0876 0.8639
N 0.3684 -0.7293 0.7761
H 2.9184 -1.1502 0.1898
H 3.0055 -0.5271 -1.4628
H -0.2208 0.4311 -1.7224
H 0.2230 1.6960 -0.4719
H -2.2506 0.8966 1.4841
H -2.3974 -0.8447 1.4374
H -2.7712 0.2615 0.0015
```

The total energy is -7230.8045 eV. As for the total charge: +1. Its structure (SMILES) is C=[N+]1CC(C)=N1. The value obtained for the relative energy (zero: lowest compared OMol25 entry of this formula, charge and spin) is 476.0 kJ/mol. The calculation puts the orbital gap (spin up / spin down) at 9.28 / 9.28 eV. The value obtained for the LUMO energy (spin up / spin down) is -6.24 / -6.24 eV.

Record 15
Molecular formula: C4H7N2
Method: DFT, the ωB97M-V functional and the def2-TZVPD basis

```
13
Properties=species:S:1:pos:R:3
C 0.6282 0.8671 0.0202
C -1.4606 -0.3696 0.8557
C -0.2064 -0.2704 0.4241
C 1.1264 0.6810 -1.4536
N 0.0354 -1.1964 -1.1628
N 0.8412 -0.4985 -1.7280
H -0.0930 1.6769 -0.0973
H 1.3446 1.1076 0.7146
H -2.1582 0.4473 0.7454
H -1.8163 -1.2791 1.1111
H 0.4426 -1.0208 0.7934
H 1.5699 1.3934 -2.0135
H 0.2777 -2.2555 -1.1835
```

The total energy is -7229.2309 eV. As for the total charge: +1. The value obtained for the relative energy (zero: lowest compared OMol25 entry of this formula, charge and spin) is 627.9 kJ/mol. The calculation puts the orbital gap (spin up / spin down) at 7.65 / 7.43 eV. The value obtained for the LUMO energy (spin up / spin down) is -6.68 / -6.87 eV.

Record 16
Molecular formula: C4H7N2
Method: DFT, the ωB97M-V functional and the def2-TZVPD basis

```
13
Properties=species:S:1:pos:R:3
C -1.4532 -0.5375 1.0539
C 1.3140 1.7342 -1.2988
C -0.2026 -1.2741 1.0389
C -1.0182 -1.0296 -0.2478
N 1.3017 0.7873 -0.4769
N 0.3389 -0.9431 -0.2020
H -2.3760 -0.8579 1.5295
H -1.2562 0.4376 1.2519
H 0.5455 1.7840 -2.0594
H 2.1135 2.4240 -1.4922
H 0.1523 -1.9670 1.7814
H -1.4380 -1.3500 -1.1509
H 1.9783 0.7921 0.2724
```

The total energy is -7229.4343 eV. As for the total charge: +1. The value obtained for the relative energy (zero: lowest compared OMol25 entry of this formula, charge and spin) is 608.2 kJ/mol. The calculation puts the orbital gap at 9.93 eV. The value obtained for the LUMO energy is -4.53 eV.

Record 17
Molecular formula: C4H7N2
Method: DFT, the ωB97M-V functional and the def2-TZVPD basis

```
13
Properties=species:S:1:pos:R:3
C -0.2302 -0.0834 -0.1820
C -2.7037 0.1886 -0.0544
C 0.9393 -1.0091 -0.1520
C 1.8723 0.1761 0.1607
N -1.4436 0.0150 0.0615
N 0.7839 1.0217 -0.2488
H -3.2892 0.1557 0.7548
H -3.1205 0.3562 -1.0303
H 0.8094 -1.5626 0.7820
H 1.1249 -1.6276 -1.0440
H 1.9875 0.1024 1.3464
H 2.8627 0.3456 -0.3096
H 0.4072 1.9212 -0.0842
```

The total energy is -7228.3800 eV. As for the total charge: +1. The value obtained for the relative energy (zero: lowest compared OMol25 entry of this formula, charge and spin) is 226.9 kJ/mol. The calculation puts the orbital gap (spin up / spin down) at 7.30 / 7.44 eV. As for the multiplicity: 3. The value obtained for the LUMO energy (spin up / spin down) is -3.81 / -8.65 eV. As for the expectation value of S²: 2.03.

Record 18
Molecular formula: C4H7N2O
Method: DFT, the ωB97M-V functional and the def2-TZVPD basis

```
14
Properties=species:S:1:pos:R:3
C -3.5678 0.8685 -0.0721
C -2.5524 0.2295 0.1384
C -1.2773 -0.3764 0.0998
N -1.2872 -1.7413 0.0322
N -0.0926 0.2551 -0.0398
O 1.1224 -0.4314 -0.1492
C 2.2630 0.4476 0.1068
H -4.5511 1.1843 -0.2752
H -2.0810 -2.3476 -0.1600
H -0.4394 -2.1588 -0.3032
H 0.0668 1.2314 -0.2679
H 2.9877 -0.3518 0.1850
H 2.2176 1.2025 1.0172
H 2.3744 0.8617 -0.9018
```

The total energy is -9278.0579 eV. As for the total charge: +1. Its structure (SMILES) is C#CC(=[NH2+])NOC. The value obtained for the relative energy (zero: lowest compared OMol25 entry of this formula, charge and spin) is 456.6 kJ/mol. The calculation puts the orbital gap at 9.78 eV. The value obtained for the LUMO energy is -4.72 eV.